Entry 1:
The following is a quantum chemistry calculation of a single C9H7N3 molecule, from OMol25.

LUMO = -0.462 eV
E_tot = -511.34854 hartree

ORCA input file:
```
! wB97M-V def2-TZVPD RIJCOSX def2/J DEFGRID3
* xyz 0 1
C -0.48 -0.56 2.89
C -0.76 -0.42 1.50
C 0.11 0.29 0.65
C 1.22 0.88 1.14
C 1.43 0.80 2.51
C -0.09 0.21 -0.84
C -1.04 -0.74 -1.32
C -1.14 -0.86 -2.70
C 0.68 0.58 -3.04
H -1.09 -1.22 3.62
H -1.90 -0.62 1.39
H 1.99 1.34 0.39
H 2.10 1.45 3.00
H -1.53 -1.33 -0.63
H -2.07 -1.41 -3.13
H 1.42 1.08 -3.63
N 0.67 -0.09 3.40
N -0.38 -0.21 -3.52
N 0.86 0.83 -1.67
*
```

Entry 2:
The following is a quantum chemistry calculation of a gas-phase ion, C6H10N7 (charge +1), from OMol25.

LUMO (spin up / spin down) = -3.428 / -7.020 eV
<S²> = 2.035
E_tot = -617.45021 hartree

ORCA input file:
```
! wB97M-V def2-TZVPD RIJCOSX def2/J DEFGRID3
* xyz 1 3
C -2.95 0.36 -0.25
C 1.03 2.13 1.88
C -1.99 -1.56 0.04
C 1.97 0.35 1.30
C 0.65 -0.09 -1.92
C 0.46 -0.58 -0.47
N -3.16 -0.97 0.01
N 2.05 1.38 2.15
N -1.68 0.60 -0.34
N 0.29 1.60 0.84
N -1.05 -0.56 -0.22
N 0.97 0.45 0.52
N 1.17 -1.74 -0.19
H -3.63 1.19 -0.35
H 0.97 3.08 2.46
H -1.59 -2.53 0.24
H 2.63 -0.49 1.13
H 0.14 -0.76 -2.56
H 1.66 0.01 -2.23
H 0.13 0.79 -2.19
H 1.37 -2.51 -0.82
H 1.14 -1.93 0.75
H -0.59 1.76 0.21
*
```

Entry 3:
The following is a quantum chemistry calculation of 2 unconnected molecules or ions with the total composition C5H9F4NO2S, from OMol25.

LUMO (spin up / spin down) = -0.636 / -2.866 eV
E_tot = -1198.59278 hartree

ORCA input file:
```
! wB97M-V def2-TZVPD RIJCOSX def2/J DEFGRID3
* xyz 0 1
C -0.98 -1.06 0.95
C 0.00 1.15 0.22
C 0.13 -0.80 -1.36
C 0.21 -0.34 0.14
C 4.87 -0.46 -0.14
N 1.36 -0.67 0.83
O 4.39 1.75 1.45
O 3.77 1.82 -0.95
F 4.14 -1.43 -0.65
F 5.50 -0.83 0.98
F 5.81 -0.14 -1.08
F 1.90 -1.80 0.52
S 3.75 1.10 0.32
H -0.83 -2.18 0.96
H -1.19 -0.67 1.99
H -1.97 -1.01 0.55
H -0.70 1.55 0.87
H -0.14 1.61 -0.75
H 0.96 1.58 0.57
H -0.49 -0.14 -1.89
H 1.15 -0.72 -1.68
H -0.33 -1.79 -1.42
*
```

Entry 4:
The following is a quantum chemistry calculation of 7 unconnected molecules or ions with the total composition C68H156F4N3O9P4S4, from OMol25.

LUMO = -4.922 eV
E_tot = -6882.50475 hartree

ORCA input file:
```
! wB97M-V def2-TZVPD RIJCOSX def2/J DEFGRID3
* xyz 3 1
C 0.48 0.55 0.21
C 0.87 0.29 -1.35
C 2.41 -0.03 -1.56
O 2.76 -0.47 -2.79
C 3.96 -1.27 -2.84
N 0.05 -0.93 -1.83
H 0.43 -1.15 -2.74
H 0.28 -1.74 -1.28
H -0.94 -0.73 -1.86
H 0.83 1.55 0.46
H 0.85 -0.19 0.92
H -0.60 0.56 0.37
H 0.58 1.19 -1.89
H 2.57 -0.84 -0.84
H 3.10 0.70 -1.14
H 3.65 -2.20 -2.37
H 4.76 -0.81 -2.25
H 4.33 -1.37 -3.86
C -5.54 -2.94 -1.77
C -4.33 -2.27 -2.45
C -3.49 -3.24 -3.40
C -2.65 -4.14 -2.63
P -1.68 -5.28 -3.64
C -0.38 -4.41 -4.44
C 0.52 -5.11 -5.54
C 0.95 -4.06 -6.62
C 1.74 -2.90 -6.06
C -2.68 -6.24 -4.89
C -3.93 -7.05 -4.30
C -5.09 -7.34 -5.26
C -4.98 -7.15 -6.78
C -0.96 -6.53 -2.51
C -0.28 -7.76 -3.20
C 0.15 -8.86 -2.27
C 1.26 -8.47 -1.18
H -6.28 -3.32 -2.47
H -6.03 -2.23 -1.10
H -5.13 -3.77 -1.19
H -3.60 -1.74 -1.84
H -4.67 -1.49 -3.13
H -2.93 -2.56 -4.05
H -4.22 -3.68 -4.07
H -3.42 -4.64 -2.04
H -1.94 -3.65 -1.95
H 0.14 -3.80 -3.70
H -1.03 -3.75 -5.02
H 0.00 -5.88 -6.11
H 1.43 -5.56 -5.14
H 0.01 -3.75 -7.08
H 1.41 -4.61 -7.44
H 1.05 -2.26 -5.52
H 2.20 -2.47 -6.95
H 2.63 -3.14 -5.47
H -2.08 -6.88 -5.53
H -3.25 -5.44 -5.36
H -4.26 -6.46 -3.44
H -3.56 -7.97 -3.87
H -5.88 -6.67 -4.95
H -5.55 -8.28 -4.97
H -4.65 -8.10 -7.19
H -4.34 -6.38 -7.20
H -5.95 -7.01 -7.25
H -1.90 -6.86 -2.06
H -0.35 -6.04 -1.75
H 0.61 -7.48 -3.78
H -1.00 -8.22 -3.89
H 0.42 -9.67 -2.95
H -0.70 -9.34 -1.78
H 1.85 -9.28 -0.76
H 1.01 -7.65 -0.50
H 2.07 -8.07 -1.79
C 4.45 -6.17 2.86
C 5.86 -5.94 2.26
C 5.98 -6.00 0.73
C 7.48 -5.81 0.21
P 8.03 -4.10 0.14
C 8.67 -3.56 -1.50
C 7.64 -3.33 -2.67
C 6.89 -4.61 -3.11
C 6.33 -4.52 -4.59
C 6.67 -3.04 0.43
C 7.22 -1.53 0.56
C 6.12 -0.58 0.77
C 5.54 -0.53 2.19
C 9.50 -3.93 1.37
C 9.28 -4.72 2.74
C 10.50 -4.35 3.74
C 10.66 -5.26 4.93
H 3.71 -5.46 2.51
H 4.23 -6.25 3.92
H 3.99 -7.05 2.41
H 6.40 -6.75 2.74
H 6.36 -5.09 2.72
H 5.35 -5.27 0.23
H 5.70 -7.03 0.50
H 7.76 -6.07 -0.81
H 8.05 -6.34 0.97
H 9.40 -4.27 -1.88
H 9.26 -2.66 -1.34
H 8.00 -2.88 -3.60
H 7.08 -2.44 -2.38
H 5.92 -4.63 -2.60
H 7.41 -5.54 -2.88
H 5.72 -3.63 -4.68
H 5.80 -5.41 -4.93
H 7.14 -4.35 -5.30
H 6.23 -3.34 1.38
H 5.88 -3.08 -0.31
H 7.75 -1.23 -0.34
H 7.90 -1.33 1.39
H 5.35 -0.68 0.02
H 6.74 0.30 0.60
H 6.33 -0.63 2.94
H 4.83 -1.34 2.34
H 5.09 0.43 2.46
H 9.58 -2.89 1.67
H 10.44 -3.97 0.83
H 9.23 -5.80 2.58
H 8.38 -4.43 3.28
H 10.36 -3.35 4.16
H 11.44 -4.31 3.19
H 11.12 -6.11 4.43
H 9.72 -5.70 5.25
H 11.35 -4.96 5.72
C -6.09 7.34 3.40
C -6.09 5.91 3.79
C -5.07 5.62 4.92
C -5.05 4.07 5.25
P -3.76 3.51 6.41
C -3.63 4.52 7.98
C -2.19 5.08 8.26
C -2.07 5.92 9.60
C -0.78 6.76 9.71
C -4.30 1.75 6.81
C -3.22 0.69 6.81
C -3.64 -0.72 6.89
C -4.76 -1.06 7.88
C -2.17 3.50 5.54
C -2.29 2.87 4.16
C -0.88 2.80 3.62
C -0.12 1.53 4.03
H -6.96 7.68 2.85
H -5.15 7.62 2.92
H -6.11 7.84 4.38
H -5.80 5.25 2.97
H -7.11 5.56 3.97
H -5.41 6.11 5.84
H -4.13 6.07 4.62
H -5.05 3.48 4.34
H -5.92 3.75 5.83
H -3.88 3.93 8.86
H -4.26 5.39 7.82
H -2.07 5.78 7.43
H -1.33 4.42 8.14
H -1.95 5.15 10.36
H -2.93 6.51 9.91
H -0.52 7.03 8.69
H 0.08 6.16 10.01
H -0.95 7.64 10.33
H -5.18 1.55 6.20
H -4.81 1.76 7.77
H -2.50 0.97 7.58
H -2.58 0.85 5.95
H -2.92 -1.48 7.19
H -3.95 -1.16 5.94
H -5.61 -0.42 7.65
H -4.49 -0.91 8.92
H -5.16 -2.06 7.68
H -1.41 2.96 6.10
H -1.82 4.51 5.35
H -2.90 3.53 3.54
H -2.76 1.89 4.23
H -0.34 3.72 3.80
H -0.82 2.77 2.53
H 0.24 1.50 5.06
H 0.78 1.46 3.41
H -0.61 0.57 3.91
C -4.09 11.09 -3.34
C -3.50 10.63 -1.96
C -3.86 9.18 -1.59
C -2.92 8.43 -0.62
P -2.46 6.60 -0.89
C -3.59 5.54 0.19
C -5.14 5.66 -0.08
C -5.71 4.72 -1.14
C -7.14 4.99 -1.47
C -0.66 6.38 -0.37
C -0.15 4.86 -0.47
C 1.37 4.67 -0.54
C 2.05 5.27 -1.80
C -2.51 6.02 -2.72
C -1.38 6.47 -3.69
C -1.33 5.57 -5.00
C -2.63 4.98 -5.59
H -5.18 11.22 -3.28
H -3.73 10.46 -4.15
H -3.71 12.06 -3.67
H -3.77 11.44 -1.28
H -2.43 10.76 -2.17
H -3.78 8.69 -2.56
H -4.93 9.05 -1.44
H -3.26 8.52 0.41
H -1.90 8.78 -0.78
H -3.36 5.79 1.22
H -3.19 4.54 0.06
H -5.37 6.72 -0.11
H -5.66 5.40 0.85
H -5.56 3.69 -0.82
H -4.97 4.84 -1.93
H -7.44 4.40 -2.34
H -7.51 5.99 -1.67
H -7.72 4.64 -0.61
H -0.42 6.85 0.58
H -0.23 6.98 -1.17
H -0.52 4.47 -1.42
H -0.72 4.31 0.29
H 1.59 3.60 -0.47
H 1.91 5.08 0.31
H 3.12 5.13 -1.95
H 1.93 6.35 -1.84
H 1.52 4.90 -2.68
H -3.43 6.11 -3.29
H -2.40 4.94 -2.64
H -0.42 6.47 -3.17
H -1.37 7.51 -4.00
H -0.68 4.76 -4.70
H -0.74 6.01 -5.81
H -3.14 4.36 -4.86
H -2.39 4.28 -6.39
H -3.36 5.74 -5.88
N -2.28 0.55 -2.33
S -3.17 1.61 -1.90
O -4.51 1.60 -2.46
O -2.58 2.87 -1.48
F -3.52 1.03 -0.39
S -2.04 1.30 -3.78
O -1.10 2.46 -3.68
O -3.13 1.41 -4.72
F -1.07 0.09 -4.34
N 0.49 -3.45 -0.69
S 0.14 -3.94 0.75
O 0.81 -3.30 1.95
O -0.48 -5.24 0.90
F -1.16 -3.00 0.73
S 2.10 -4.12 -0.50
O 2.33 -5.49 0.02
O 3.11 -3.16 -0.13
F 2.37 -4.32 -2.11
*
```

Entry 5:
The following is a quantum chemistry calculation of a molecular structure, C4H10OS, from OMol25.

LUMO (spin up / spin down) = 0.242 / -0.002 eV
E_tot = -631.63061 hartree

ORCA input file:
```
! wB97M-V def2-TZVPD RIJCOSX def2/J DEFGRID3
* xyz 0 1
C -0.82 0.18 -0.30
C -1.88 0.29 0.82
C -1.05 -0.95 -1.33
C 2.71 -0.19 0.78
O 0.81 2.06 0.61
S 0.83 0.80 -0.11
H -2.81 0.27 0.24
H -1.94 -0.42 1.59
H -1.94 1.30 1.29
H -1.86 -1.55 -1.02
H -1.43 -0.59 -2.33
H -0.21 -1.59 -1.54
H 3.00 -1.10 0.34
H 3.46 0.62 0.73
H 2.19 -0.27 1.72
H 0.95 1.16 -1.48
*
```

Entry 6:
The following is a quantum chemistry calculation of 3 unconnected molecules or ions with the total composition C3H11NO2, from OMol25.

LUMO = 0.679 eV
E_tot = -326.08852 hartree

ORCA input file:
```
! wB97M-V def2-TZVPD RIJCOSX def2/J DEFGRID3
* xyz 0 1
C 1.77 0.05 1.42
C 0.60 -0.34 0.52
C -1.48 0.32 1.28
N -0.50 0.61 0.56
H 2.65 -0.55 1.18
H 1.52 -0.10 2.47
H 1.97 1.10 1.22
H 0.99 -0.32 -0.50
H 0.24 -1.35 0.75
H -1.56 -0.45 2.07
H -2.28 1.00 1.42
H -5.31 -0.54 -1.26
H -4.70 0.86 -1.52
O -5.03 0.06 -1.95
H 4.19 -0.69 -2.80
H 2.98 0.20 -2.48
O 3.94 0.14 -2.38
*
```

Entry 7:
The following is a quantum chemistry calculation of a molecular structure, C2H5NO, from OMol25.

LUMO = 0.832 eV
E_tot = -209.09758 hartree

ORCA input file:
```
! wB97M-V def2-TZVPD RIJCOSX def2/J DEFGRID3
* xyz 0 1
C -0.56 0.86 0.23
C 0.16 -0.43 -0.11
N 0.71 -0.48 -1.22
O 0.13 -1.26 1.09
H -0.23 1.70 -0.38
H -1.61 0.69 -0.06
H -0.60 0.95 1.31
H 1.00 -1.31 -1.71
H 0.99 -0.72 0.83
*
```

Entry 8:
The following is a quantum chemistry calculation of a molecular structure, C28H48FInN4PS3, from OMol25.

LUMO = -3.738 eV
E_tot = -3140.50021 hartree

ORCA input file:
```
! wB97M-V def2-TZVPD RIJCOSX def2/J DEFGRID3
* xyz 1 1
In 0.16 0.49 -0.35
C -2.44 1.63 2.75
C -1.09 1.53 3.41
S -0.04 0.17 2.81
C -1.01 -1.32 3.24
C -2.01 -1.83 2.22
S -1.54 -1.63 0.45
C -2.99 -0.81 -0.27
C -3.57 0.43 0.41
S -2.37 1.73 0.91
H -2.94 2.54 3.08
H -3.06 0.77 3.01
H -1.21 1.38 4.49
H -0.49 2.42 3.24
H -1.52 -1.11 4.18
H -0.24 -2.07 3.42
H -2.98 -1.34 2.33
H -2.14 -2.90 2.36
H -3.78 -1.56 -0.35
H -2.63 -0.55 -1.27
H -4.15 0.18 1.30
H -4.24 0.91 -0.30
F 0.98 -5.58 2.18
C 1.30 -4.37 1.70
C 1.78 -3.40 2.57
C 2.07 -2.15 2.07
C 1.91 -1.85 0.71
C 2.22 -0.53 0.20
C 1.43 -2.86 -0.14
C 1.13 -4.11 0.35
H 1.92 -3.64 3.61
H 2.46 -1.39 2.74
H 2.66 -0.52 -0.79
H 2.73 0.12 0.90
H 1.28 -2.63 -1.19
H 0.76 -4.90 -0.30
N -0.49 0.10 -2.26
P -0.67 0.99 -3.53
N -1.49 2.48 -3.36
C -2.73 2.26 -2.65
C -3.63 3.49 -2.74
C -2.90 4.68 -2.13
C -1.55 4.86 -2.83
C -0.74 3.57 -2.78
N -1.59 0.13 -4.63
C -2.38 0.72 -5.70
C -3.78 0.11 -5.74
C -3.70 -1.40 -6.02
C -2.35 -1.98 -5.59
C -1.86 -1.27 -4.34
N 0.75 1.51 -4.27
C 0.65 2.11 -5.60
C 1.79 3.09 -5.82
C 3.14 2.42 -5.57
C 3.15 1.78 -4.19
C 1.99 0.79 -4.08
H -2.51 2.06 -1.58
H -3.22 1.38 -3.07
H -4.56 3.30 -2.21
H -3.88 3.69 -3.78
H -2.75 4.51 -1.06
H -3.51 5.58 -2.24
H -0.99 5.66 -2.35
H -1.71 5.14 -3.87
H -0.49 3.34 -1.72
H 0.19 3.69 -3.33
H -1.89 0.55 -6.67
H -2.43 1.80 -5.54
H -4.37 0.61 -6.50
H -4.26 0.29 -4.77
H -3.86 -1.59 -7.08
H -4.50 -1.90 -5.47
H -1.61 -1.85 -6.38
H -2.45 -3.05 -5.40
H -0.94 -1.72 -3.95
H -2.63 -1.37 -3.55
H -0.31 2.62 -5.66
H 0.69 1.33 -6.37
H 1.68 3.94 -5.15
H 1.74 3.46 -6.85
H 3.94 3.16 -5.65
H 3.32 1.66 -6.33
H 3.03 2.55 -3.42
H 4.10 1.26 -4.01
H 1.96 0.33 -3.09
H 2.12 0.00 -4.83
*
```